Record 1
Density functional theory data (ωB97M-V/def2-TZVPD) for a molecular structure, C28H53O2PPmSe2Si2 at a distorted geometry.

Geometry (Å):
O (-0.16768, -2.46607, -1.41242)
O (-3.64167, -1.56029, -1.99661)
C (-0.00316, -2.31015, -2.90036)
C (1.32823, -2.85929, -3.31419)
H (-0.10173, -1.23936, -3.10234)
H (-0.85490, -2.81628, -3.35387)
H (2.15246, -2.34671, -2.80999)
H (1.46142, -2.74292, -4.39254)
H (1.38332, -3.92878, -3.10699)
C (-0.82176, -3.70008, -0.97779)
C (-1.64553, -4.46244, -1.98854)
H (-1.45047, -3.38081, -0.14484)
H (-0.03989, -4.34193, -0.56828)
H (-2.54484, -3.92200, -2.28751)
H (-1.97565, -5.38451, -1.48843)
H (-1.07816, -4.77561, -2.86836)
C (-4.33003, -1.65652, -0.74614)
C (-4.24534, -1.17695, -3.25122)
C (-4.81645, -3.07933, -0.58300)
H (-5.12340, -0.91274, -0.51368)
H (-3.56473, -1.47968, 0.02569)
H (-5.48571, -3.31495, -1.41294)
H (-5.34631, -3.16299, 0.36754)
H (-3.96948, -3.77963, -0.59080)
C (-5.24707, -2.22655, -3.68138)
H (-3.37906, -1.16389, -3.93140)
H (-4.64480, -0.13714, -3.34561)
H (-4.71819, -3.19475, -3.72935)
H (-5.66192, -1.95822, -4.65918)
H (-6.03626, -2.24844, -2.91929)
H (-3.00282, 0.43423, -1.60630)
Pm (0.54812, -0.39418, 0.07649)
C (-1.95995, 0.52206, -1.31590)
Si (-2.03391, 2.29570, -1.86936)
H (-1.34520, -0.21199, -1.85777)
H (-2.05007, 0.27500, -0.23525)
C (-2.01764, 2.39373, -3.73099)
C (-0.71849, 3.43688, -1.24218)
C (-3.66622, 2.70329, -1.02608)
C (2.08188, -2.12111, 0.34833)
Si (1.34380, -2.78065, 1.91439)
H (3.01526, -1.54146, 0.35637)
H (2.14473, -2.88071, -0.45443)
C (1.13323, -4.64790, 1.79979)
C (-0.39824, -2.05517, 2.21925)
C (2.41035, -2.47132, 3.41928)
H (-4.28579, 1.80936, -0.86289)
H (-4.22679, 3.41111, -1.64202)
H (-3.44136, 3.13512, -0.04197)
H (-1.03106, 2.13254, -4.14085)
H (-2.23248, 3.43516, -4.00891)
H (-2.76395, 1.73984, -4.19918)
H (0.30616, 3.04135, -1.34433)
H (-0.86741, 3.69169, -0.18807)
H (-0.76651, 4.37090, -1.82100)
H (-0.97541, -2.92272, 2.58018)
H (-1.05093, -1.65984, 1.39338)
H (-0.40907, -1.30700, 3.03210)
H (2.12587, -3.16524, 4.22582)
H (2.31472, -1.44177, 3.79384)
H (3.46505, -2.65146, 3.16434)
H (1.15744, -5.07474, 2.81346)
H (1.96210, -5.07331, 1.21576)
H (0.18545, -4.94046, 1.32691)
Se (1.15001, 0.98439, 2.68362)
P (2.55343, 2.42649, 1.78478)
Se (2.35450, 1.82593, -0.36067)
C (2.13394, 4.12237, 2.38226)
C (3.04449, 4.89982, 3.12888)
C (2.66028, 6.14158, 3.63674)
C (1.35440, 6.60119, 3.46706)
C (0.43112, 5.81991, 2.75800)
C (0.81392, 4.58650, 2.22967)
C (4.32625, 2.30278, 2.17949)
C (4.82885, 1.28990, 3.00204)
C (6.20965, 1.17833, 3.17243)
C (7.07905, 2.05752, 2.51294)
C (6.56939, 3.07523, 1.69746)
C (5.19316, 3.19935, 1.52497)
H (4.05657, 4.53793, 3.31547)
H (3.39064, 6.74630, 4.17518)
H (1.05157, 7.55670, 3.89016)
H (-0.58863, 6.17765, 2.62100)
H (0.08726, 3.94967, 1.71300)
H (4.12611, 0.61897, 3.50780)
H (6.61146, 0.40754, 3.82645)
H (8.15583, 1.95905, 2.64246)
H (7.24118, 3.78086, 1.20543)
H (4.78345, 3.99609, 0.89501)

Force components x, y, z for each atom (eV/Å):
O -0.7 0.5 -1.6
O -0.1 0.7 -0.2
C -0.4 -0.2 1.7
C 0.2 -0.1 -0.4
H 0.1 -0.1 0.0
H 0.2 0.2 -0.2
H -0.1 -0.1 0.0
H 0.0 0.1 0.0
H 0.1 0.0 0.1
C 0.4 0.4 0.2
C -0.2 -0.3 0.1
H -0.1 -0.1 0.0
H 0.0 0.0 -0.2
H 0.2 0.1 -0.1
H 0.1 0.2 -0.1
H 0.0 0.0 0.1
C 0.2 -0.3 0.0
C 0.5 -0.2 0.0
C -0.3 0.0 0.2
H 0.3 -0.2 -0.8
H 0.0 0.1 -0.2
H 0.1 -0.3 0.4
H -0.1 -0.2 0.0
H -0.3 0.2 0.0
C 0.1 0.3 0.0
H -0.2 -0.1 0.1
H 0.0 -0.6 0.8
H -0.5 0.3 0.0
H -0.1 -0.2 0.2
H 0.0 -0.2 -0.6
H 0.2 -1.0 -0.3
Pm 0.4 0.0 -0.1
C 0.5 -0.2 0.4
Si 0.2 0.6 0.7
H -0.5 0.0 0.1
H 0.2 0.3 -0.3
C -0.2 -0.2 -0.1
C 0.4 0.4 -0.1
C 0.0 0.2 -0.3
C 0.0 0.3 -0.5
Si 1.4 -0.8 -0.1
H 0.0 -0.3 0.5
H -0.1 0.4 0.5
C -0.2 -0.1 0.0
C -0.8 0.4 0.2
C -0.1 0.2 0.3
H 0.1 0.3 -0.1
H -0.2 0.1 0.3
H -0.2 0.1 -0.2
H -0.2 0.1 0.1
H 0.0 -0.3 0.0
H 0.1 0.2 0.0
H -0.6 0.3 0.0
H 0.0 0.0 -0.1
H 0.0 -0.1 0.2
H 0.1 0.3 -0.1
H 0.2 -0.4 0.5
H -0.1 -0.3 -0.3
H 0.1 0.2 -0.2
H 0.1 -0.3 -0.1
H -0.3 0.0 0.0
H 0.0 0.0 -0.3
H -0.2 0.0 0.2
H 0.3 -0.1 0.2
Se 0.3 0.2 0.2
P -0.2 -0.2 -0.1
Se 0.5 0.6 0.1
C -0.4 0.1 0.1
C -0.1 -0.2 -0.4
C -0.2 -0.1 0.0
C 0.0 -0.4 -0.3
C 0.2 -0.1 0.0
C 0.2 0.0 -0.1
C 0.1 -0.4 -0.2
C -0.1 0.3 -0.1
C 0.1 0.2 -0.1
C -0.4 -0.1 0.1
C -0.1 -0.1 0.1
C -0.1 -0.2 0.1
H -0.4 0.2 -0.1
H -0.2 -0.2 -0.1
H 0.1 -0.2 -0.1
H 0.2 -0.1 0.1
H 0.3 0.3 0.2
H 0.4 0.2 -0.2
H -0.1 0.1 -0.2
H -0.3 0.0 0.0
H -0.2 -0.3 0.1
H 0.2 -0.3 0.2

Values from the calculation:
M ... 811.8 u
HOMO energy (spin up / spin down) ... -10.744 / -10.701 eV
<S²> ... 6.032
E_LUMO (spin up / spin down) ... -0.1089 / -0.0981 hartree
Total charge ... +1
Frontier orbital gap (spin up / spin down) ... 7.779 / 8.032 eV
Multiplicity ... 5

=====

Record 2
Density functional theory data (ωB97M-V/def2-TZVPD) for a molecular structure, C28H54Br4F3NiO12S5 at a distorted geometry.

Geometry (Å):
Ni (-0.98517, 0.56268, -2.77808)
C (0.31977, 0.64215, 0.24064)
O (0.70050, -0.70509, 0.50738)
O (-0.49585, 0.57326, -0.84227)
C (-0.38900, 1.28182, 1.43521)
F (-0.92971, 2.48435, 1.12578)
F (-1.45872, 0.53854, 1.80338)
F (0.41043, 1.41577, 2.48609)
C (1.96979, -0.80425, 1.15983)
C (2.22045, -2.23723, 1.64393)
H (2.44680, -2.92353, 0.82785)
H (3.09418, -2.22365, 2.29702)
H (1.37120, -2.56413, 2.24360)
H (2.02172, -0.20694, 2.07033)
H (2.74066, -0.53688, 0.42969)
H (1.18353, 1.27210, -0.02768)
C (3.72848, -1.96688, 5.47310)
C (4.38263, -1.86613, 6.86930)
C (4.46499, -3.25211, 7.49236)
S (3.04043, -4.21189, 6.90635)
O (1.95927, -4.16625, 7.84313)
O (3.59642, -5.44840, 6.38132)
C (2.65776, -3.08480, 5.51826)
H (4.39481, -2.14513, 4.63316)
H (3.22698, -1.00174, 5.41145)
H (3.77859, -1.21609, 7.50057)
H (5.40215, -1.49474, 6.77631)
H (4.46930, -3.28933, 8.57907)
H (5.33998, -3.74082, 7.06618)
H (1.69453, -2.59199, 5.64237)
H (2.58126, -3.72834, 4.64346)
C (1.42816, -3.79277, -2.63140)
C (0.72811, -4.37196, -3.88138)
C (-0.44922, -3.47537, -4.20102)
S (-1.10725, -2.93513, -2.58704)
O (-2.11664, -3.86517, -2.12356)
O (-1.35246, -1.51824, -2.71430)
C (0.42529, -3.20572, -1.63923)
H (2.17657, -3.05798, -2.93773)
H (2.03462, -4.54761, -2.12833)
H (0.45975, -5.42344, -3.75981)
H (1.47928, -4.45807, -4.66952)
H (-1.25978, -3.90994, -4.77937)
H (-0.06363, -2.55404, -4.64070)
H (0.15582, -3.85987, -0.81430)
H (0.70794, -2.21681, -1.27980)
C (-0.18642, 5.44868, -0.54793)
C (1.17518, 4.77539, -0.75150)
C (1.34049, 4.35703, -2.24051)
S (-0.39540, 4.08220, -2.83539)
O (-0.66820, 2.66304, -2.93606)
O (-0.62119, 4.99974, -3.93728)
C (-1.20357, 4.64615, -1.30063)
H (-0.04757, 6.45854, -0.94507)
H (-0.50695, 5.56813, 0.48643)
H (1.38581, 3.91259, -0.11390)
H (1.98042, 5.46227, -0.48859)
H (1.99096, 3.51140, -2.43772)
H (1.76620, 5.23698, -2.71931)
H (-1.20521, 3.65768, -0.82979)
H (-2.21031, 5.00985, -1.47386)
C (4.22554, -0.90956, -4.85315)
C (3.04849, -1.41211, -5.68075)
C (2.03033, -0.29338, -5.81763)
S (2.03237, 0.54576, -4.17879)
O (0.93833, 0.06657, -3.34652)
O (2.15607, 1.96387, -4.37431)
C (3.65943, -0.12902, -3.66384)
H (4.86385, -0.20688, -5.38936)
H (4.87327, -1.73993, -4.57580)
H (2.64238, -2.33428, -5.25611)
H (3.42543, -1.77118, -6.64136)
H (1.02696, -0.61113, -6.08686)
H (2.42251, 0.48737, -6.46822)
H (3.53156, -0.62463, -2.69946)
H (4.33818, 0.69581, -3.44857)
C (-4.93057, 0.92951, 0.09628)
C (-6.12041, 0.95181, -0.89345)
C (-5.63909, 1.42153, -2.25399)
S (-3.93410, 2.05244, -2.03843)
O (-3.85100, 3.37649, -2.62406)
O (-3.02669, 0.98275, -2.43416)
C (-4.06065, 2.12359, -0.22327)
H (-4.37729, 0.00638, -0.07650)
H (-5.34699, 0.85424, 1.09581)
H (-6.88262, 1.62853, -0.50979)
H (-6.57082, -0.02918, -1.04463)
H (-6.18702, 2.28431, -2.63190)
H (-5.53662, 0.75093, -3.10801)
H (-4.61439, 3.03640, 0.00062)
H (-3.09428, 2.06113, 0.27409)
Br (-4.60874, 2.31460, 4.51283)
C (-3.50387, 3.94195, 4.66294)
C (-2.56234, 3.90828, 3.48488)
Br (-1.26651, 5.40179, 3.70689)
H (-2.95916, 3.91358, 5.60109)
H (-4.21765, 4.75838, 4.65095)
H (-3.08676, 4.08807, 2.55239)
H (-2.06110, 2.94743, 3.48916)
Br (-4.41138, -1.33693, 2.69588)
C (-3.43756, -2.28152, 1.35761)
C (-1.91425, -2.14110, 1.48757)
Br (-1.27924, -2.33387, 3.31313)
H (-3.72472, -1.93392, 0.36655)
H (-3.79381, -3.30708, 1.41377)
H (-1.60131, -1.15924, 1.13646)
H (-1.39270, -2.90046, 0.91956)

Force components x, y, z for each atom (eV/Å):
Ni 0.4 0.5 2.2
C -0.2 -0.5 -3.0
O 0.7 0.6 1.1
O -1.2 0.5 0.2
C -1.2 -0.7 -0.3
F 0.7 0.2 0.1
F 0.4 0.7 0.4
F 0.0 0.3 0.3
C 0.2 -1.1 0.3
C 0.0 0.5 -0.2
H -0.3 -0.1 0.0
H 0.1 0.0 0.0
H 0.0 -0.2 -0.2
H 0.0 0.5 -0.3
H 0.1 0.4 0.2
H 0.5 -0.1 0.6
C -0.7 -0.3 0.6
C 0.2 -0.6 0.1
C 0.0 -0.2 -0.3
S 1.4 0.6 -1.0
O -0.3 -0.3 0.3
O -0.9 0.5 0.3
C -0.2 0.3 -0.1
H 0.3 0.2 0.2
H 0.0 -0.1 -0.9
H 0.1 0.2 0.0
H -0.1 0.4 0.2
H 0.1 0.1 0.0
H -0.1 -0.3 0.3
H -0.2 -0.5 0.4
H 0.2 0.1 -0.1
C 0.5 -0.4 0.2
C 0.5 -0.8 0.3
C 0.2 0.3 0.3
S 1.1 -2.1 -0.2
O 0.3 1.1 -0.3
O -0.9 1.1 -0.1
C -0.5 0.6 -0.5
H -0.3 0.3 0.0
H -0.2 -0.2 -0.1
H -0.4 0.2 0.4
H -0.2 0.5 -0.3
H 0.0 0.0 0.0
H -0.3 0.0 -0.2
H 0.1 -0.1 0.0
H 0.0 -0.1 0.3
C 0.5 0.8 -0.3
C 0.8 -0.8 0.3
C -0.7 0.7 0.8
S 1.1 2.7 0.2
O -0.2 -1.1 -0.8
O -0.1 -1.2 0.5
C 0.6 -1.6 -0.5
H -0.5 0.0 -0.1
H 0.3 -0.2 0.1
H -0.6 -0.1 0.1
H -0.1 0.1 -0.1
H -0.3 -0.2 0.1
H -0.4 -0.2 -0.7
H -0.6 0.1 0.3
H 0.1 0.2 -0.2
C -0.2 0.1 0.4
C 0.4 -0.7 -0.6
C 0.3 0.1 0.8
S 1.4 0.3 -1.5
O -0.2 -0.6 0.2
O -0.2 0.0 0.2
C 0.1 0.2 0.8
H -0.2 -0.1 -0.4
H -0.1 0.0 0.3
H -0.3 0.3 0.4
H -0.2 0.4 -0.2
H 0.0 0.2 0.0
H -0.3 0.0 -0.2
H -0.2 -0.5 -0.3
H -0.5 0.4 0.0
C -0.8 -0.9 -0.8
C 0.0 -0.4 -0.3
C 1.0 1.1 -0.8
S -2.0 1.2 0.9
O 0.7 -0.8 0.2
O 0.9 -0.5 -0.5
C 0.0 -0.3 0.1
H 0.2 0.1 0.1
H 0.4 0.4 0.2
H -0.1 0.0 -0.1
H 0.0 0.0 0.5
H 0.0 0.1 0.1
H -0.3 -0.5 0.4
H 0.3 0.2 -0.1
H 0.1 0.3 -0.2
Br 0.2 0.2 0.1
C -0.3 -0.3 -0.2
C -0.1 0.5 0.5
Br -0.3 -0.6 -0.2
H -0.2 -0.1 0.1
H 0.2 0.1 0.0
H 0.1 -0.1 -0.1
H 0.4 0.2 -0.2
Br -0.4 0.4 0.3
C 0.7 -0.8 -0.4
C -0.6 0.2 -0.1
Br 0.1 -0.1 -0.1
H 0.0 0.2 0.1
H 0.3 -0.1 0.2
H -0.1 -0.8 0.1
H -0.1 -0.2 -0.1

Values from the calculation:
Energy above the lowest of the compared OMol25 structures with the same formula, charge and spin ... 0.0 kcal/mol
M ... 1178.4 u
HOMO energy (spin up / spin down) ... -11.482 / -11.481 eV
<S²> ... 2.003
E_LUMO (spin up / spin down) ... -0.0838 / -0.1272 hartree
Total charge ... +1
Frontier orbital gap (spin up / spin down) ... 9.202 / 8.021 eV
Multiplicity ... 3

=====

DFT total energy, respectively: -7580.56871, -16096.79450 Eh.